# 1
The molecule C20H18N2O5S, computed with ωB97M-V/def2-TZVPD.

Energy relative to the best compared isomer or geometry (same formula, charge and spin) ... 73.58 kJ/mol
SMILES ... Cc1ccc(S(=O)(=O)N(C)c2ccc(OC(=O)c3ccc(=O)[nH]c3)cc2)cc1

Geometry as ORCA input:
```
! wB97M-V def2-TZVPD RIJCOSX def2/J DEFGRID3
* xyz 0 1
C -3.6639 -4.3150 -0.1671
C -3.6955 -2.8409 0.0912
C -4.7546 -2.0637 -0.3672
C -4.7936 -0.7036 -0.1129
C -3.7718 -0.1235 0.6125
S -3.7426 1.6483 0.8452
O -3.1527 1.9565 2.1100
O -5.0257 2.2020 0.5355
N -2.6895 2.1300 -0.3919
C -3.3029 2.0579 -1.6975
C -1.3445 1.7696 -0.2519
C -0.6349 2.2392 0.8549
C 0.6929 1.9102 1.0231
C 1.3431 1.1204 0.0804
O 2.6699 0.8056 0.3462
C 3.5872 0.7312 -0.6321
O 3.3736 0.9348 -1.8026
C 4.9166 0.3809 -0.0937
C 5.1575 0.1118 1.2839
C 6.4002 -0.2030 1.7151
C 7.5273 -0.2798 0.8154
O 8.6744 -0.5533 1.1001
N 7.2019 0.0018 -0.5208
C 5.9757 0.3133 -0.9585
C 0.6527 0.6514 -1.0253
C -0.6823 0.9768 -1.1869
C -2.7089 -0.8732 1.0790
C -2.6760 -2.2310 0.8176
H -4.1054 -4.8454 0.6769
H -2.6419 -4.6668 -0.2849
H -4.2329 -4.5678 -1.0580
H -5.5529 -2.5271 -0.9280
H -5.6082 -0.0840 -0.4537
H -3.4519 1.0281 -2.0428
H -4.2727 2.5428 -1.6125
H -2.6865 2.5980 -2.4147
H -1.1433 2.8489 1.5818
H 1.2446 2.2694 1.8775
H 4.3278 0.1642 1.9718
H 6.6059 -0.4107 2.7531
H 7.9805 -0.0431 -1.1690
H 5.8401 0.5122 -2.0121
H 1.1488 0.0390 -1.7603
H -1.2035 0.6002 -2.0522
H -1.9313 -0.3866 1.6460
H -1.8507 -2.8261 1.1794
*
```

***

# 2
A structure of composition C16H28BN2O8, computed with ωB97M-V/def2-TZVPD.

Geometry as ORCA input:
```
! wB97M-V def2-TZVPD RIJCOSX def2/J DEFGRID3
* xyz -1 1
C -1.7942 -0.0821 -3.1801
C -0.3115 0.0298 -2.7290
B -0.0924 -0.0795 -1.1852
O 0.8358 0.7766 -0.5902
C -0.8167 -1.1093 -0.2163
C -1.1026 -0.6745 1.0648
N -1.6849 -1.4766 1.9677
C -1.9447 -0.9695 3.3300
C -0.6486 -0.5070 3.9635
C 0.6428 -1.2398 3.6995
N -0.7212 0.5182 4.7040
C -2.0083 -2.7417 1.6846
C -1.7315 -3.2674 0.4397
C -1.1235 -2.4430 -0.4940
C -0.6923 -3.0107 -1.8041
O -1.4565 -3.3925 -2.6458
O 0.6136 -3.0673 -1.8789
H -2.4518 0.0950 -2.3312
H -2.0320 -1.0596 -3.5821
H -1.9860 0.6457 -3.9612
H 0.3134 -0.7345 -3.1956
H 0.0847 0.9820 -3.0754
H 0.4112 1.5613 -0.2302
H -0.8558 0.3302 1.3670
H -2.6719 -0.1696 3.3214
H -2.3161 -1.8000 3.9367
H 0.7230 -2.0925 4.3698
H 1.4752 -0.5563 3.8193
H 0.7329 -1.6383 2.6903
H 0.2152 0.7151 5.0573
H -2.4546 -3.3483 2.4576
H -1.9353 -4.2968 0.2084
H 1.0696 -2.9090 -0.8938
C 3.5630 3.2576 -1.5725
C 2.8938 2.4439 -2.6661
O 1.7420 3.0637 -3.2184
C 1.9414 4.3223 -3.8298
C 2.9173 4.2980 -4.9944
H 2.8569 3.4646 -0.7667
H 4.4103 2.7077 -1.1629
H 3.9344 4.2161 -1.9404
H 2.5510 1.5012 -2.2453
H 3.6098 2.1938 -3.4570
H 2.2495 5.0649 -3.0842
H 0.9594 4.6317 -4.1898
H 3.9191 4.0004 -4.6831
H 2.9879 5.2886 -5.4459
H 2.5837 3.5908 -5.7549
C -4.2537 -2.7587 6.1762
O -5.1036 -3.0197 7.0489
O -3.3124 -1.7677 6.5738
O -4.0933 -3.2093 5.0338
H -3.6604 -1.6026 7.4603
O 1.5543 -2.7955 0.1720
H 1.4646 -1.8797 0.4579
*
```

***

# 3
The molecule C4H7NO4Si, computed with ωB97M-V/def2-TZVPD.

Energy relative to the best compared isomer or geometry (same formula, charge and spin) ... 0.00 kJ/mol
SMILES ... C=C(C)[C@]1([N+](=O)[O-])O[Si@@H]1O

Geometry as ORCA input:
```
! wB97M-V def2-TZVPD RIJCOSX def2/J DEFGRID3
* xyz 0 1
C -1.1483 1.0673 0.9316
C -0.3125 0.7376 0.0155
C -0.2994 1.2962 -1.4058
C 0.8288 -0.3224 0.1265
N 2.0889 0.4032 -0.1763
O 2.1756 1.5452 0.2047
O 2.9478 -0.2050 -0.7474
O 0.4881 -1.4903 -0.7631
Si 0.0115 -2.0358 0.7463
O -1.4195 -2.5208 1.1620
H -1.9818 1.7012 0.6604
H -1.1736 0.9230 2.0015
H -1.1912 1.7328 -1.6080
H -0.2058 0.3992 -2.0366
H 0.5739 1.9006 -1.4220
H 0.9676 -2.8272 1.4791
H -2.3501 -2.3048 0.8316
*
```

***

# 4
A cluster of 3 separate species, C35H29N4O6S in total, computed with ωB97M-V/def2-TZVPD.

Geometry as ORCA input:
```
! wB97M-V def2-TZVPD RIJCOSX def2/J DEFGRID3
* xyz 1 1
N 0.5467 0.4637 3.0886
C 1.8560 1.0921 3.3904
N 3.0060 0.3214 3.8516
N 2.8866 -1.0557 3.4939
C 3.0506 -1.2007 2.1902
S 2.6139 -1.4347 0.6001
N 1.9472 2.4085 3.2106
C 3.1443 3.2574 3.4710
C 3.5213 4.2124 2.2227
C 3.8614 3.3907 0.8861
C 2.8737 3.7864 -0.3408
O 2.1939 2.5517 -0.7430
C 0.8062 2.8508 -0.8773
O 0.0226 2.5710 0.0698
H 0.4400 0.4831 2.0622
H -0.1957 1.0451 3.5056
H 3.8787 0.6286 3.3866
H 1.1054 2.9004 2.8503
H 2.8801 3.9767 4.3343
H 4.0722 2.6943 3.8120
H 4.4808 4.7714 2.5291
H 2.6878 4.9742 2.0374
H 4.9113 3.7212 0.5436
H 3.8706 2.2471 1.0324
H 2.0820 4.5482 -0.0028
H 3.4544 4.2142 -1.2279
H 0.3802 3.2987 -1.8350
C 0.2237 2.9649 -8.5342
C 1.5903 2.9607 -8.8052
C 2.4306 2.0783 -8.1355
C 1.9076 1.2042 -7.1824
C 0.5425 1.2254 -6.8934
C -0.3007 2.1002 -7.5801
C -0.0179 0.3378 -5.8492
O -1.2103 0.3528 -5.5982
C 0.8948 -0.5626 -5.1078
C 0.3910 -1.3633 -4.0817
C 1.2383 -2.2215 -3.3887
C 2.5894 -2.2901 -3.7240
C 3.0956 -1.4899 -4.7420
C 2.2508 -0.6174 -5.4294
C 2.8074 0.2563 -6.4876
O 3.9896 0.1997 -6.7780
H -0.4327 3.6475 -9.0640
H 2.0003 3.6446 -9.5411
H 3.4935 2.0761 -8.3548
H -1.3651 2.1119 -7.3695
H -0.6608 -1.3171 -3.8177
H 0.8451 -2.8396 -2.5874
H 3.2491 -2.9652 -3.1879
H 4.1495 -1.5440 -4.9957
C -0.6676 -2.5546 5.4462
C -0.4742 -2.3004 4.0901
C -1.5570 -2.3120 3.2182
C -2.8368 -2.5898 3.6981
C -3.0270 -2.8683 5.0513
C -1.9408 -2.8388 5.9274
C -4.3730 -3.2135 5.5651
O -4.5399 -3.4530 6.7476
C -5.5087 -3.2708 4.6175
C -6.7709 -3.6503 5.0756
C -7.8466 -3.6942 4.1952
C -7.6682 -3.3506 2.8569
C -6.4112 -2.9773 2.3951
C -5.3265 -2.9460 3.2727
C -3.9858 -2.5818 2.7638
O -3.8262 -2.2847 1.5917
H 0.1767 -2.5364 6.1281
H 0.5207 -2.0914 3.7134
H -1.4011 -2.1082 2.1633
H -2.0848 -3.0415 6.9838
H -6.9179 -3.9163 6.1175
H -8.8262 -3.9946 4.5526
H -8.5095 -3.3782 2.1722
H -6.2775 -2.7154 1.3504
*
```

***

# 5
A cluster of 14 separate species, C47H133N11O14 in total, computed with ωB97M-V/def2-TZVPD.

Energy relative to the best compared isomer or geometry (same formula, charge and spin) ... 512.86 kJ/mol

Geometry as ORCA input:
```
! wB97M-V def2-TZVPD RIJCOSX def2/J DEFGRID3
* xyz 0 1
C -1.3486 0.4965 -2.7104
C -1.4810 0.6432 -1.2303
C -0.3135 0.0546 -0.3734
O -0.6174 -1.3126 -0.4068
C 0.3021 -2.0107 0.4231
N -1.7602 2.0501 -0.9041
H -2.2409 0.7249 -3.2933
H -1.1940 -0.5694 -2.8777
H -0.4237 0.9913 -3.0069
H -2.4214 0.1909 -0.9153
H -0.3668 0.4547 0.6392
H 0.6600 0.3769 -0.7429
H 0.0365 -3.0638 0.5151
H 0.4877 -1.7453 1.4639
H 1.3240 -1.8935 0.0622
H -2.1043 2.1720 0.0376
H -2.2808 2.4985 -1.6444
C -2.8342 -1.0761 6.9651
C -2.4088 -2.5465 6.7734
C -1.5098 -2.7538 5.5890
O -2.1042 -2.1296 4.4305
C -1.5392 -2.5438 3.2524
N -1.9342 -3.0415 8.0081
H -3.4524 -0.9487 6.0764
H -2.0611 -0.3124 7.0502
H -3.5216 -0.9152 7.7956
H -3.2999 -3.1479 6.5932
H -1.5020 -3.8281 5.4047
H -0.5180 -2.4086 5.8813
H -1.4581 -1.6595 2.6203
H -2.2881 -3.2391 2.8731
H -0.5460 -2.9927 3.2446
H -2.4553 -2.5901 8.7463
H -1.0323 -2.6640 8.2613
C 3.3569 -1.6685 4.8481
C 4.0006 -1.5844 3.4207
C 4.9347 -0.3020 3.4030
O 5.6249 -0.1090 2.1024
C 6.4816 0.9657 1.9122
N 4.7831 -2.8300 3.1089
H 4.0410 -1.9597 5.6452
H 2.5677 -2.4072 4.7084
H 2.8679 -0.7599 5.1992
H 3.2118 -1.4997 2.6733
H 5.7128 -0.2615 4.1652
H 4.3310 0.6011 3.4931
H 5.8513 1.8380 1.7393
H 7.1631 0.7924 1.0793
H 7.1882 1.2146 2.7039
H 4.4350 -3.7258 3.4196
H 4.9630 -2.8994 2.1175
C -2.2163 -3.3686 -5.0299
C -1.1327 -2.5911 -5.7218
C 0.3048 -2.8920 -5.3623
O 0.3532 -3.0577 -3.8772
C 1.5212 -2.4603 -3.3244
N -1.4827 -2.4859 -7.1108
H -2.3712 -3.1744 -3.9686
H -2.2145 -4.4466 -5.1910
H -3.2115 -3.0142 -5.2983
H -1.1450 -1.6071 -5.2531
H 0.9621 -2.1247 -5.7712
H 0.5459 -3.8524 -5.8178
H 1.6877 -1.4245 -3.6202
H 2.4087 -3.0856 -3.4223
H 1.2060 -2.5042 -2.2819
H -2.4650 -2.3106 -7.2674
H -1.2495 -3.3906 -7.4945
C 1.9299 -5.6306 -0.8749
C 2.7733 -6.0335 0.3174
C 2.0452 -6.2047 1.6275
O 1.9965 -5.0692 2.4280
C 1.2339 -5.1263 3.6441
N 3.2288 -7.3441 -0.0907
H 2.6231 -5.3370 -1.6633
H 1.2704 -4.7762 -0.7230
H 1.2257 -6.4142 -1.1543
H 3.5846 -5.3061 0.3449
H 2.5200 -6.9311 2.2872
H 1.0514 -6.5945 1.4076
H 1.4718 -5.9334 4.3370
H 0.2438 -5.2380 3.2022
H 1.3441 -4.1152 4.0361
H 3.6722 -7.8101 0.6880
H 3.9836 -7.0866 -0.7104
C 2.4766 3.4989 1.1212
C 1.3660 2.5287 1.6748
C 1.3394 2.4243 3.2281
O 0.2405 1.6847 3.7217
C 0.2798 1.4816 5.1217
N 0.0918 3.0159 1.0744
H 2.3763 4.5491 1.3951
H 2.4779 3.6845 0.0472
H 3.4326 3.1662 1.5257
H 1.6496 1.5462 1.2973
H 1.4110 3.3757 3.7553
H 2.2969 1.9193 3.3560
H 0.0899 2.3964 5.6832
H 1.1653 1.0119 5.5500
H -0.6450 0.9719 5.3922
H -0.6553 2.4033 1.3687
H -0.0262 2.9697 0.0724
C 3.8325 1.2142 -3.7721
C 4.3099 2.0685 -2.5351
C 4.6528 3.4864 -3.0653
O 4.8463 4.3173 -1.9067
C 4.6319 5.7034 -2.1649
N 3.1113 2.0785 -1.7199
H 2.7651 1.1072 -3.9653
H 4.1778 0.1803 -3.7781
H 4.1364 1.5900 -4.7491
H 5.1794 1.6132 -2.0609
H 3.9208 3.9698 -3.7123
H 5.5620 3.4239 -3.6632
H 3.6185 5.9180 -2.5042
H 5.3617 5.9782 -2.9265
H 4.6890 6.2676 -1.2340
H 3.2188 2.9023 -1.1455
H 3.2775 1.3955 -0.9946
C -3.0511 5.9765 3.3079
C -2.7541 4.4563 3.2075
C -3.2069 3.9992 1.7480
O -2.8598 2.6217 1.6192
C -3.8687 1.6957 2.0887
N -1.3522 4.2619 3.4163
H -2.5289 6.4673 2.4866
H -2.8008 6.4110 4.2757
H -4.0901 6.2815 3.1829
H -3.3564 3.9004 3.9260
H -2.7163 4.6470 1.0214
H -4.2690 4.1999 1.6077
H -4.0941 1.7844 3.1514
H -3.4880 0.6750 2.1243
H -4.7471 1.6802 1.4436
H -0.8149 4.3158 2.5628
H -1.3920 3.2541 3.3620
C -2.5639 4.4282 -5.9038
C -3.0568 3.1561 -5.2404
C -4.2341 3.2817 -4.2365
O -3.6765 3.6644 -2.9557
C -4.6752 3.6528 -1.9821
N -3.3453 2.1144 -6.2526
H -2.4327 5.3183 -5.2885
H -3.3528 4.7466 -6.5853
H -1.5970 4.3439 -6.3999
H -2.2474 2.7915 -4.6079
H -4.5465 2.2459 -4.1033
H -5.0397 3.9108 -4.6150
H -5.2671 2.7429 -2.0810
H -5.2875 4.5078 -2.2687
H -4.4298 3.5898 -0.9219
H -3.9227 2.3840 -7.0361
H -3.8156 1.2847 -5.9201
C 1.8548 7.8943 0.9409
C 0.4806 8.1044 0.3105
C 0.1032 6.8968 -0.5431
O -1.0944 7.0777 -1.3842
C -1.5145 5.9776 -2.2203
N -0.4987 8.1780 1.3358
H 2.0652 6.8811 1.2832
H 1.8924 8.5488 1.8117
H 2.6362 8.2503 0.2695
H 0.4045 8.9993 -0.3072
H -0.0296 6.0147 0.0834
H 0.9938 6.6441 -1.1186
H -0.5948 5.5546 -2.6246
H -2.2452 6.2389 -2.9857
H -2.0120 5.2136 -1.6229
H -1.4050 8.2225 0.8922
H -0.4667 7.3247 1.8751
C -1.3495 -7.6971 2.1766
C -2.5482 -6.9964 1.5439
C -2.1734 -5.6348 0.7737
O -3.3341 -4.9102 0.2448
C -3.0537 -3.6679 -0.3550
N -3.2550 -7.9146 0.6914
H -0.8942 -6.9776 2.8572
H -0.6398 -8.0160 1.4133
H -1.6589 -8.6084 2.6884
H -3.2850 -6.5943 2.2392
H -1.4820 -5.9020 -0.0256
H -1.4717 -5.1206 1.4304
H -2.5794 -2.8791 0.2289
H -3.8727 -3.3226 -0.9860
H -2.3438 -3.8647 -1.1584
H -3.7875 -7.3929 0.0099
H -2.6089 -8.4657 0.1446
C -5.9576 -3.3344 1.8370
O -6.0046 -3.7950 0.5127
H -5.7321 -2.2697 1.8972
H -6.8726 -3.3991 2.4258
H -5.0545 -3.7755 2.2588
H -5.1172 -4.1472 0.4131
C 0.5517 2.3390 -7.9620
O 1.1854 1.7299 -9.0742
H 1.2369 2.9716 -7.3976
H -0.2354 2.9587 -8.3915
H 0.1620 1.6887 -7.1788
H 1.1055 0.7764 -8.9966
C 5.5693 -4.3649 -2.1383
O 5.2587 -5.6621 -1.5695
H 4.8363 -4.0229 -2.8690
H 5.5419 -3.7946 -1.2098
H 6.5183 -4.4940 -2.6586
H 5.9924 -6.0202 -1.0644
*
```

***

# 6
A cluster of 14 separate species, C20H22BrCl39NO4P in total, computed with ωB97M-V/def2-TZVPD.

Geometry as ORCA input:
```
! wB97M-V def2-TZVPD RIJCOSX def2/J DEFGRID3
* xyz 0 1
C 1.2272 1.0912 3.3962
C 0.5145 1.6385 2.1498
Br 1.0768 3.5116 1.8857
C -1.0051 1.6922 2.2772
C -1.6945 0.3811 2.5638
C -2.9856 0.2425 2.9194
P -4.1719 1.6021 3.1064
N -5.5839 0.9527 2.4250
O -4.4411 1.5702 4.7435
C -3.2143 -1.2195 3.1071
O -3.9637 -1.7744 3.8443
O -2.2481 -1.8651 2.3447
C -1.1344 -1.0255 2.4808
O -0.0310 -1.4453 2.5673
H 1.7989 1.8721 3.8836
H 1.8871 0.2808 3.1033
H 0.4937 0.7106 4.1057
H 0.8253 1.1346 1.2401
H -1.4549 2.1080 1.3755
H -1.2218 2.3701 3.1042
H -6.3819 1.4679 2.7802
H -5.7299 -0.0349 2.6204
H -4.4036 0.6647 5.0878
C -5.9397 5.0600 0.8985
Cl -6.2294 4.5529 2.5687
Cl -5.8996 6.8164 0.7944
Cl -4.4536 4.3591 0.2617
H -6.7644 4.7070 0.2932
C -9.9418 7.9900 -0.2018
Cl -9.0245 6.5298 -0.5738
Cl -11.6361 7.6088 0.1007
Cl -9.2337 8.8424 1.1687
H -9.8929 8.6405 -1.0640
C -4.7856 0.7470 -2.0140
Cl -6.4351 0.1148 -1.8909
Cl -4.7386 2.2956 -2.8792
Cl -4.0710 0.9008 -0.4108
H -4.1964 0.0364 -2.5775
C -6.3035 -1.0349 -6.1660
Cl -7.4887 0.0091 -6.9555
Cl -5.3601 -0.1174 -4.9888
Cl -7.0909 -2.4110 -5.3976
H -5.6418 -1.4198 -6.9266
C -5.6725 3.2205 -6.6511
Cl -6.4199 3.7245 -8.1668
Cl -3.9853 2.7703 -6.9085
Cl -5.8108 4.4953 -5.4357
H -6.2016 2.3491 -6.2893
C 5.0246 2.2824 5.4648
Cl 3.5778 1.3455 5.8373
Cl 5.9104 1.5121 4.1479
Cl 4.5994 3.9413 5.0453
H 5.6532 2.3062 6.3443
C 5.7959 -0.3519 0.1750
Cl 4.0956 -0.6710 0.5282
Cl 5.9683 1.0926 -0.8200
Cl 6.7233 -0.2017 1.6657
H 6.1878 -1.1881 -0.3864
C 6.8184 -4.7251 2.1779
Cl 6.4387 -3.6254 0.8524
Cl 8.5661 -4.8707 2.3851
Cl 6.0550 -4.1865 3.6688
H 6.4269 -5.7015 1.9283
C -1.7082 -0.1916 -7.8431
Cl -0.7387 -1.6128 -8.2086
Cl -3.4095 -0.6325 -7.6758
Cl -1.1325 0.6320 -6.3812
H -1.6183 0.4973 -8.6718
C 0.1360 -3.9844 -4.6977
Cl -0.9028 -5.0512 -5.6451
Cl 1.8340 -4.2499 -5.0947
Cl -0.3095 -2.2980 -4.9497
H -0.0047 -4.2213 -3.6521
C 0.4330 1.5247 8.9602
Cl -0.2898 1.9192 7.3975
Cl 2.0445 0.8431 8.7453
Cl 0.4827 2.9441 10.0032
H -0.1881 0.7792 9.4371
C 11.7547 -6.9926 0.9412
Cl 10.9204 -8.5202 0.6627
Cl 13.2438 -7.2484 1.8475
Cl 12.0851 -6.1734 -0.5877
H 11.1075 -6.3568 1.5294
C 12.6963 -7.0535 -4.4552
Cl 11.4054 -8.1360 -4.9750
Cl 14.2676 -7.6438 -4.9943
Cl 12.4097 -5.4104 -5.0331
H 12.6994 -7.0343 -3.3737
*
```

***

Number 1: Kohn-Sham gap 8.88 eV, largest force on an atom 1.3 eV Å⁻¹. Number 2: Kohn-Sham gap 6.61 eV, largest force on an atom 3.8 eV Å⁻¹. Number 3: Kohn-Sham gap 9.60 eV, largest force on an atom 4.5 eV Å⁻¹. Number 4: Kohn-Sham gap 6.84 eV, largest force on an atom 5.3 eV Å⁻¹. Number 5: Kohn-Sham gap 8.74 eV, largest force on an atom 3.7 eV Å⁻¹. Number 6: Kohn-Sham gap 8.39 eV, largest force on an atom 1.5 eV Å⁻¹.